Record 1
{"formula": "C20H40AsF6O10S5", "method": "the ωB97M-V functional and the def2-TZVPD basis", "homo_lumo_gap_ha": [0.287, 0.046], "homo_energy_ha": [-0.3490, -0.3470], "spin_multiplicity": 2, "lumo_ev": [-1.6777, -8.1810], "total_charge": 0, "s2": 0.7585, "elements": ["As", "F", "F", "F", "F", "F", "F", "C", "C", "C", "S", "O", "O", "C", "H", "H", "H", "H", "H", "H", "H", "H", "C", "C", "C", "S", "O", "O", "C", "H", "H", "H", "H", "H", "H", "H", "H", "C", "C", "C", "S", "O", "O", "C", "H", "H", "H", "H", "H", "H", "H", "H", "C", "C", "C", "S", "O", "O", "C", "H", "H", "H", "H", "H", "H", "H", "H", "C", "C", "C", "S", "O", "O", "C", "H", "H", "H", "H", "H", "H", "H", "H"], "xyz": [[1.109, -0.356, -0.193], [0.468, -1.799, 0.549], [2.624, -0.306, 0.753], [1.747, 1.052, -0.980], [-0.448, -0.297, -1.149], [0.389, 0.711, 1.081], [1.943, -1.297, -1.437], [-1.288, -4.139, -0.406], [-1.446, -3.526, -1.771], [-2.967, -3.595, -2.186], [-3.757, -4.961, -1.122], [-4.163, -5.933, -2.148], [-4.710, -4.378, -0.122], [-2.130, -5.457, -0.353], [-1.676, -3.377, 0.270], [-0.220, -4.220, -0.205], [-0.932, -4.271, -2.378], [-1.000, -2.532, -1.725], [-3.021, -4.028, -3.185], [-3.467, -2.628, -2.251], [-1.713, -6.091, -1.136], [-2.326, -5.969, 0.589], [-3.292, -0.237, 0.132], [-4.715, 0.101, -0.182], [-5.311, 1.207, 0.842], [-3.810, 2.358, 1.010], [-3.365, 2.532, 2.404], [-3.900, 3.565, 0.162], [-2.601, 1.145, 0.245], [-2.823, -0.831, -0.653], [-3.217, -0.756, 1.087], [-5.313, -0.804, -0.073], [-4.865, 0.571, -1.154], [-5.343, 0.771, 1.840], [-6.193, 1.779, 0.554], [-1.699, 1.311, 0.833], [-2.390, 1.374, -0.800], [1.951, -0.794, -4.415], [2.867, 0.348, -4.559], [2.240, 1.515, -5.392], [1.336, 0.621, -6.742], [1.998, 0.807, -8.046], [-0.074, 1.098, -6.604], [1.607, -1.081, -5.945], [1.046, -0.391, -3.961], [2.444, -1.533, -3.783], [3.693, -0.025, -5.165], [3.321, 0.603, -3.601], [2.963, 2.094, -5.966], [1.670, 2.311, -4.913], [2.403, -1.746, -6.279], [0.722, -1.700, -6.090], [-0.051, 3.644, 1.055], [1.347, 3.957, 1.187], [1.635, 5.068, 2.137], [0.028, 6.039, 2.330], [0.116, 7.257, 1.594], [-0.495, 6.083, 3.670], [-0.884, 4.887, 1.296], [-0.461, 3.157, 1.940], [-0.358, 3.184, 0.115], [1.640, 4.423, 0.246], [2.051, 3.140, 1.345], [2.470, 5.724, 1.887], [1.972, 4.679, 3.098], [-1.029, 5.317, 0.305], [-1.912, 4.791, 1.646], [2.539, -2.341, 4.161], [2.065, -1.124, 4.922], [3.074, -0.014, 4.619], [4.681, -0.771, 5.011], [5.018, -0.730, 6.457], [5.709, -0.414, 4.039], [3.995, -2.456, 4.670], [2.683, -2.135, 3.101], [1.926, -3.192, 4.459], [1.983, -1.242, 6.002], [0.993, -1.110, 4.727], [3.066, 0.852, 5.281], [3.005, 0.455, 3.638], [4.001, -3.000, 5.615], [4.828, -2.943, 4.164]], "forces_ev_per_a": [[1.12, 1.99, 0.48], [0.27, 0.12, 0.00], [-1.38, -0.88, -0.25], [-0.86, 0.03, -0.26], [1.45, -0.18, 0.61], [0.36, -1.46, -1.27], [-0.99, -0.10, 0.69], [-1.43, 0.73, 0.99], [-0.97, -1.82, 0.36], [1.99, 1.20, -1.58], [-2.25, 0.39, 0.43], [0.43, 1.05, 1.68], [2.40, -1.24, -2.19], [1.39, 0.93, -0.38], [0.09, -0.27, 0.63], [-0.06, -0.66, 0.42], [0.15, 0.66, -0.88], [-0.26, 0.23, -0.51], [-0.38, -0.23, 0.19], [-0.52, -0.25, 0.89], [-0.39, -0.54, 0.12], [0.03, 0.18, -0.08], [0.82, 1.42, 1.22], [-2.29, 1.15, 0.92], [2.63, -0.50, -0.16], [1.24, 0.31, -0.70], [-1.11, -0.40, -1.55], [-0.33, -1.82, 1.12], [-0.46, 0.28, -0.35], [0.07, 0.06, 0.07], [-0.08, -0.26, 0.00], [-0.38, 0.11, -0.33], [0.25, -0.44, -0.30], [-0.46, 0.11, 0.02], [0.18, -0.27, -0.08], [-0.11, -0.60, -0.02], [-0.05, 0.86, 0.15], [-1.91, 0.87, -1.61], [1.61, 1.77, -0.39], [0.91, -0.69, -0.66], [-0.95, 1.79, 0.57], [-0.80, -0.87, 1.97], [2.22, -1.80, -0.42], [-0.36, -0.99, 1.30], [-0.16, -0.53, 0.48], [-0.50, -0.50, -0.55], [0.39, 0.15, -0.07], [-0.27, 0.58, -0.01], [0.48, -0.31, 0.09], [-0.68, -0.77, 0.26], [0.38, 0.83, -0.89], [-0.39, 0.48, -0.02], [-3.58, -0.59, 2.18], [2.94, 1.18, -1.75], [-0.20, 0.78, 2.33], [0.45, -1.45, -0.72], [0.46, 1.16, -0.35], [0.38, -0.38, 0.05], [-0.62, 1.29, -1.77], [0.65, -1.71, -0.21], [0.22, -0.26, 0.30], [0.19, -0.41, -0.58], [-0.36, -0.26, -0.01], [-0.43, 0.25, -0.55], [-0.64, 0.03, 0.44], [0.21, 0.95, 0.16], [0.28, -0.51, 0.48], [2.54, 0.15, 0.70], [-0.87, 0.17, 0.09], [-0.41, 1.44, 0.81], [0.23, -1.44, 0.61], [-0.88, 0.44, -2.38], [-1.01, -0.14, 0.83], [1.11, -0.74, 1.16], [-1.10, -0.14, -0.19], [0.25, -0.20, -0.60], [0.80, -0.56, 0.22], [-0.03, 1.53, -0.78], [-0.43, -0.10, 0.38], [0.38, -0.71, -0.37], [-0.09, 0.40, 0.38], [-0.51, -0.05, -0.96]]}

***

Record 2
{"formula": "C5H10O", "method": "the ωB97M-V functional and the def2-TZVPD basis", "homo_lumo_gap_ha": 0.291, "homo_energy_ha": -0.2601, "lumo_ev": 0.8364, "total_charge": 0, "elements": ["C", "C", "C", "C", "C", "O", "H", "H", "H", "H", "H", "H", "H", "H", "H", "H"], "xyz": [[-0.707, 1.384, -1.277], [-0.265, 0.198, 0.282], [-1.108, -0.995, -0.063], [1.215, 0.112, 0.282], [1.856, -0.626, 1.372], [1.691, -1.256, 0.112], [-0.213, 2.349, -1.458], [-1.701, 1.579, -0.879], [-0.747, 0.783, -2.187], [-0.674, 0.897, 1.015], [-2.166, -0.761, -0.204], [-1.002, -1.687, 0.782], [-0.704, -1.507, -0.938], [0.369, 0.994, -0.681], [2.882, -0.385, 1.657], [1.274, -1.079, 2.184]], "forces_ev_per_a": [[-0.15, 0.07, -0.14], [-0.05, -0.02, 0.04], [0.00, 0.00, -0.02], [-0.01, 0.04, 0.15], [0.12, 0.00, 0.32], [0.02, -0.14, -0.12], [0.00, -0.14, 0.08], [0.15, -0.05, -0.05], [0.01, 0.05, 0.16], [0.08, -0.10, -0.11], [0.15, -0.01, 0.03], [-0.01, 0.08, -0.10], [-0.06, 0.06, 0.12], [-0.13, 0.11, -0.10], [-0.17, -0.02, -0.08], [0.04, 0.08, -0.16]]}

***

Record 3
{"formula": "Cl3H4NSi2", "method": "the ωB97M-V functional and the def2-TZVPD basis", "homo_lumo_gap_ha": 0.387, "homo_energy_ha": -0.3743, "smiles": "[SiH3]N[Si](Cl)(Cl)Cl", "lumo_ev": 0.3555, "total_charge": 0, "elements": ["Si", "N", "Si", "Cl", "Cl", "Cl", "H", "H", "H", "H"], "xyz": [[1.645, 0.143, 0.233], [0.141, -0.123, -0.646], [-1.627, -0.009, -0.085], [-1.566, 0.372, 1.940], [-2.488, 1.615, -0.975], [-2.490, -1.753, -0.624], [2.492, -0.039, -0.982], [1.287, 1.474, 1.042], [2.233, -0.699, 1.175], [0.372, -0.982, -1.078]], "forces_ev_per_a": [[-1.72, 2.93, -0.97], [-2.34, 0.47, 2.24], [3.53, 0.40, -0.53], [-0.31, -0.27, -0.49], [-0.01, -0.43, 0.14], [-0.31, 0.03, 0.12], [0.43, 0.62, 0.41], [0.95, -1.13, -1.08], [0.33, -1.43, 1.37], [-0.54, -1.20, -1.21]]}

***

Record 4
{"formula": "C4H6INS", "method": "the ωB97M-V functional and the def2-TZVPD basis", "homo_lumo_gap_ha": 0.327, "homo_energy_ha": -0.3126, "lumo_ev": 0.3993, "total_charge": 0, "elements": ["C", "C", "C", "C", "N", "S", "I", "H", "H", "H", "H", "H", "H"], "xyz": [[2.035, 0.192, -0.008], [0.392, -0.849, 0.472], [-0.606, 0.249, 0.502], [-1.673, 0.083, -0.624], [1.773, 1.391, -0.055], [0.243, 1.896, 0.147], [3.864, -0.636, -0.256], [0.200, -1.549, -0.464], [0.518, -1.512, 1.412], [-1.101, 0.251, 1.467], [-2.160, -0.928, -0.469], [-1.121, 0.355, -1.630], [-2.364, 1.058, -0.495]], "forces_ev_per_a": [[-3.08, -2.54, 1.43], [2.64, -1.20, -1.77], [-0.42, -0.14, -0.88], [0.21, 2.75, -0.11], [0.70, 0.46, -0.46], [-1.29, 0.31, 0.78], [0.66, -0.41, -0.11], [0.68, 1.36, 1.94], [0.09, 1.47, -1.54], [0.04, 0.50, 0.21], [0.22, 1.45, -0.83], [-1.25, -1.38, 1.70], [0.82, -2.62, -0.34]]}

***

Record 5
{"formula": "C13H22NO2P2Rh", "method": "the ωB97M-V functional and the def2-TZVPD basis", "homo_lumo_gap_ha": [0.328, 0.218], "homo_energy_ha": [-0.5350, -0.5761], "spin_multiplicity": 5, "lumo_ev": [-5.6271, -9.7558], "total_charge": 2, "s2": 6.0093, "elements": ["Rh", "C", "P", "C", "C", "C", "C", "C", "C", "C", "P", "C", "C", "H", "H", "H", "H", "H", "H", "H", "H", "H", "H", "H", "H", "H", "H", "H", "H", "N", "C", "C", "C", "O", "O", "H", "H", "H", "H", "H", "H"], "xyz": [[-0.280, 0.030, -0.095], [3.043, -0.980, 1.082], [2.140, -0.014, -0.154], [2.833, -0.484, -1.759], [2.588, 1.726, 0.103], [3.937, 2.049, 0.264], [4.335, 3.363, 0.439], [3.388, 4.377, 0.453], [2.048, 4.071, 0.289], [1.632, 2.750, 0.114], [-0.140, 2.434, -0.145], [-0.556, 3.212, -1.726], [-1.031, 3.364, 1.126], [4.118, -0.835, 0.974], [2.825, -2.039, 0.942], [2.746, -0.679, 2.086], [3.907, -0.293, -1.771], [2.364, 0.095, -2.554], [2.655, -1.544, -1.940], [4.691, 1.272, 0.252], [5.384, 3.595, 0.564], [3.693, 5.405, 0.590], [1.324, 4.877, 0.296], [-0.275, 4.266, -1.702], [-1.628, 3.132, -1.908], [-0.021, 2.722, -2.539], [-0.805, 4.428, 1.060], [-0.753, 3.004, 2.116], [-2.104, 3.231, 0.983], [-1.465, -1.103, 1.410], [-2.006, -2.380, 0.872], [-2.955, -2.174, -0.305], [-2.235, -1.805, -1.592], [-2.730, -2.429, -2.595], [-1.302, -1.012, -1.705], [-0.881, -1.315, 2.216], [-2.230, -0.538, 1.773], [-2.557, -2.907, 1.652], [-1.165, -3.011, 0.585], [-3.672, -1.367, -0.120], [-3.543, -3.078, -0.463]], "forces_ev_per_a": [[0.01, -0.04, 0.02], [-0.01, -0.01, 0.00], [-0.09, 0.00, -0.02], [0.00, -0.02, 0.00], [0.09, 0.01, 0.02], [-0.03, -0.04, 0.00], [0.01, 0.02, 0.00], [0.01, 0.01, 0.00], [-0.03, -0.03, -0.01], [-0.02, 0.12, 0.01], [0.06, -0.02, 0.02], [-0.03, 0.00, 0.01], [-0.02, 0.00, -0.01], [0.00, 0.00, 0.00], [0.00, 0.00, 0.00], [0.00, 0.00, 0.00], [0.00, 0.00, 0.00], [0.00, 0.00, 0.00], [0.01, 0.00, -0.01], [0.00, 0.00, 0.00], [0.00, 0.00, 0.00], [0.00, 0.00, 0.00], [0.00, 0.00, 0.00], [0.00, 0.00, -0.01], [0.00, 0.00, 0.00], [0.00, 0.00, 0.00], [0.00, 0.00, 0.00], [0.00, 0.01, 0.00], [0.00, 0.00, 0.00], [0.04, 0.03, -0.03], [0.01, -0.02, 0.04], [0.00, 0.01, -0.01], [0.02, 0.04, 0.05], [-0.04, -0.03, -0.06], [0.04, -0.01, -0.02], [-0.01, 0.00, 0.01], [-0.01, 0.00, 0.00], [0.00, 0.00, 0.00], [0.00, 0.00, 0.00], [0.00, 0.00, 0.00], [0.00, 0.00, -0.01]]}

***

Record 6
{"formula": "C3H3I4N", "method": "the ωB97M-V functional and the def2-TZVPD basis", "homo_lumo_gap_ha": [0.295, 0.295], "homo_energy_ha": [-0.3344, -0.3344], "lumo_ev": [-1.0799, -1.0800], "total_charge": 0, "elements": ["C", "C", "C", "N", "I", "I", "I", "I", "H", "H", "H"], "xyz": [[1.005, 0.311, -0.222], [-1.327, -0.440, 0.283], [-0.457, 0.642, -0.347], [1.372, -0.567, 0.894], [2.361, 1.203, -1.590], [-1.239, -2.420, -0.942], [-0.664, 2.604, 0.652], [3.265, -1.033, 1.204], [-1.095, -0.957, 1.301], [-2.371, -0.019, 0.143], [-0.850, 0.676, -1.378]], "forces_ev_per_a": [[2.40, -3.87, 4.90], [-1.28, -1.10, 0.74], [0.48, -1.40, 0.45], [-2.86, 4.67, -5.85], [-0.57, -0.40, 0.54], [-0.07, 1.60, 0.60], [-0.20, -0.75, -0.43], [0.73, -0.07, -0.03], [-0.34, 1.81, -1.86], [0.99, -1.22, 0.57], [0.72, 0.73, 0.36]]}

***

Q: Which E_tot values were calculated for the entries above? A: -173176.3630, -7387.8480, -54882.2172, -24668.4695, -40992.5690, -37049.7279, in eV.